Model A:
Entry from the Open Molecules 2025 dataset: a single C3H10N2O molecule (wB97M-V/def2-TZVPD).

CARTESIAN COORDINATES (ANGSTROEM)
C (0.24, 0.07, -2.31)
N (-0.89, -0.64, -0.13)
O (-0.98, -0.27, -1.76)
H (-0.55, -1.59, -0.09)
H (-1.90, -0.59, 0.03)
H (1.01, 0.19, -1.41)
H (0.16, 1.06, -2.78)
H (0.60, -0.71, -2.98)
C (-0.13, 0.25, 2.15)
C (0.10, 0.44, 0.66)
N (1.37, 0.29, 0.15)
H (1.83, -0.52, 0.57)
H (-0.34, 1.39, 0.32)
H (0.39, 1.04, 2.69)
H (-1.20, 0.31, 2.40)
H (0.26, -0.72, 2.48)

As for the total charge: 0. For the HOMO-LUMO gap (alpha / beta), the calculation gives 7.596 / 7.595 eV. For the LUMO energy (alpha / beta), the calculation gives 0.33 / 0.33 eV. The multiplicity is 1.

Löwdin atomic charge list, values in e, 4 entries: number 1, C, carries -0.1924; number 2, N, carries 0.1255; number 3, O, carries -0.1355; number 4, H, carries 0.1402

Model B:
Entry from the Open Molecules 2025 dataset: a molecular structure, C3H10N2O (wB97M-V/def2-TZVPD).

CARTESIAN COORDINATES (ANGSTROEM)
C (0.90, -0.10, 0.47)
C (-1.53, 0.41, -0.37)
C (1.26, -0.54, -0.94)
N (-0.68, 0.06, 0.77)
N (1.24, 1.20, 0.89)
O (-1.27, -1.03, 1.48)
H (-1.24, -1.81, 0.89)
H (1.18, -0.85, 1.21)
H (0.03, 1.20, 1.33)
H (1.25, 1.85, 0.10)
H (-2.53, 0.65, -0.01)
H (-1.10, 1.29, -0.85)
H (-1.60, -0.40, -1.10)
H (0.97, 0.21, -1.68)
H (0.79, -1.49, -1.19)
H (2.34, -0.66, -0.99)

As for the total charge: 0. For the HOMO-LUMO gap, the calculation gives 9.438 eV. For the LUMO energy, the calculation gives 0.77 eV. The multiplicity is 1.

Löwdin atomic charge list, values in e, 4 entries: number 1, C, carries -0.4529; number 2, C, carries -0.0757; number 3, C, carries -0.0636; number 4, N, carries -0.2637

Model C:
Entry from the Open Molecules 2025 dataset: 2 unconnected molecules or ions with the total composition C3H10N2O (wB97M-V/def2-TZVPD).

CARTESIAN COORDINATES (ANGSTROEM)
C (2.01, 0.39, 0.63)
N (1.32, -0.26, -0.47)
O (2.24, -0.99, -1.23)
H (3.15, -0.70, -1.03)
H (-0.30, -0.68, 0.37)
H (2.72, 1.14, 0.26)
H (2.57, -0.34, 1.24)
H (1.28, 0.88, 1.27)
C (-2.28, -0.40, -0.68)
C (-1.15, 0.12, 0.19)
N (-1.36, 0.88, 1.25)
H (-2.35, 1.10, 1.36)
H (-0.14, 0.47, -0.48)
H (-1.91, -1.10, -1.43)
H (-2.77, 0.42, -1.19)
H (-3.03, -0.91, -0.07)

As for the total charge: 0. For the HOMO-LUMO gap (alpha / beta), the calculation gives 9.295 / 7.745 eV. For the LUMO energy (alpha / beta), the calculation gives 0.18 / -0.26 eV. The multiplicity is 1.

Löwdin atomic charge list, values in e, 4 entries: number 1, C, carries -0.1197; number 2, N, carries -0.1695; number 3, O, carries -0.0417; number 4, H, carries 0.0879

Which is most stable, and by how much? model B, by 153.7 kJ/mol.

Model A:
Entry from the Open Molecules 2025 dataset: a molecular structure, C3H10N2O (wB97M-V/def2-TZVPD).

CARTESIAN COORDINATES (ANGSTROEM)
N (-0.33, 2.33, 0.48)
C (1.26, 0.04, -0.46)
C (0.06, -0.38, -1.09)
O (-0.97, 0.48, -1.21)
C (0.98, 0.04, 0.92)
N (-0.53, -2.38, 0.45)
H (0.36, 3.07, 0.43)
H (-1.22, 2.68, 0.85)
H (2.10, 0.55, -0.91)
H (0.24, -0.74, -2.10)
H (-0.31, -1.46, -0.20)
H (-0.91, 1.23, -0.45)
H (1.16, -0.83, 1.56)
H (0.12, 0.70, 1.19)
H (-0.52, -3.12, -0.25)
H (-1.48, -2.20, 0.78)

As for the total charge: 0. For the HOMO-LUMO gap, the calculation gives 5.831 eV. For the LUMO energy, the calculation gives -1.71 eV. The multiplicity is 1.

Löwdin atomic charge list, values in e, 4 entries: number 1, N, carries -0.1346; number 2, C, carries -0.1350; number 3, C, carries -0.2567; number 4, O, carries -0.0175

Model B:
Entry from the Open Molecules 2025 dataset: 2 unconnected molecules or ions with the total composition C3H10N2O (wB97M-V/def2-TZVPD).

CARTESIAN COORDINATES (ANGSTROEM)
H (-0.51, 2.01, 1.95)
N (-0.05, 1.18, 1.62)
C (0.04, 1.15, 0.34)
N (0.48, 0.09, -0.38)
C (0.25, 0.06, -1.82)
C (-1.09, -0.59, -2.15)
H (-0.12, 2.08, -0.21)
H (0.65, -0.68, 0.27)
H (0.32, 1.07, -2.22)
H (1.08, -0.51, -2.23)
H (-1.90, -0.14, -1.59)
H (-1.27, -0.58, -3.22)
H (-1.02, -1.64, -1.84)
O (0.40, -1.51, 2.15)
H (0.78, -1.76, 3.00)
H (0.29, -0.53, 2.28)

As for the total charge: 0. For the HOMO-LUMO gap, the calculation gives 9.979 eV. For the LUMO energy, the calculation gives 1.06 eV. The multiplicity is 1.

Löwdin atomic charge list, values in e, 4 entries: number 1, H, carries 0.0375; number 2, N, carries 0.0389; number 3, C, carries -0.3091; number 4, N, carries -0.0059

Model C:
Entry from the Open Molecules 2025 dataset: 2 unconnected molecules or ions with the total composition C3H10N2O (wB97M-V/def2-TZVPD).

CARTESIAN COORDINATES (ANGSTROEM)
C (-1.24, 1.50, -0.88)
C (0.09, 1.20, -0.19)
N (0.64, -0.11, -0.50)
C (1.51, -0.59, 0.30)
N (1.70, -0.29, 1.64)
H (-1.08, 1.54, -1.96)
H (-1.99, 0.74, -0.69)
H (-1.64, 2.45, -0.51)
H (0.83, 1.93, -0.53)
H (-0.08, 1.41, 0.88)
H (2.25, -1.25, -0.13)
H (0.89, 0.19, 2.01)
H (1.97, -1.08, 2.20)
O (-2.05, -1.54, -0.45)
H (-1.21, -1.80, -0.04)
H (-1.90, -1.58, -1.40)

As for the total charge: 0. For the HOMO-LUMO gap, the calculation gives 9.834 eV. For the LUMO energy, the calculation gives 0.87 eV. The multiplicity is 1.

Löwdin atomic charge list, values in e, 4 entries: number 1, C, carries -0.1054; number 2, C, carries -0.2995; number 3, N, carries 0.0023; number 4, C, carries -0.3116

Which is most stable, and by how much? model B, by 53.6 kJ/mol.

Model A:
Entry from the Open Molecules 2025 dataset: 4 unconnected molecules or ions with the total composition C3H12O4 (wB97M-V/def2-TZVPD).

CARTESIAN COORDINATES (ANGSTROEM)
C (2.27, -1.55, -1.47)
C (1.83, -0.57, -0.29)
C (1.26, -1.01, 0.84)
O (0.86, -0.13, 1.96)
H (3.42, -1.63, -1.57)
H (1.81, -2.44, -1.27)
H (1.99, -1.27, -2.58)
H (2.19, 0.42, -0.49)
H (0.82, -1.95, 0.82)
H (0.89, -0.79, 2.62)
O (-2.90, -0.40, 0.51)
H (-2.33, -0.37, -0.24)
H (-2.53, -0.97, 1.17)
O (-2.53, 3.46, 1.41)
H (-3.41, 3.90, 1.36)
H (-2.89, 2.57, 1.14)
O (-0.42, 0.59, -1.31)
H (-0.13, 1.04, -0.55)
H (-0.18, 1.09, -2.09)

As for the total charge: 0. For the HOMO-LUMO gap, the calculation gives 9.809 eV. For the LUMO energy, the calculation gives 0.64 eV. The multiplicity is 1.

Löwdin atomic charge list, values in e, 4 entries: number 1, C, carries -0.0903; number 2, C, carries -0.1484; number 3, C, carries -0.1522; number 4, O, carries -0.0350

Model B:
Entry from the Open Molecules 2025 dataset: 4 unconnected molecules or ions with the total composition C3H12O4 (wB97M-V/def2-TZVPD).

CARTESIAN COORDINATES (ANGSTROEM)
C (-0.46, -1.72, 0.81)
C (0.75, -1.14, 0.89)
C (1.32, -0.59, 2.18)
O (1.64, -1.04, -0.16)
H (-1.19, -1.39, 1.54)
H (-0.68, -2.51, 0.12)
H (1.76, -1.31, 2.89)
H (0.49, -0.08, 2.68)
H (2.14, 0.08, 1.93)
H (2.52, -1.25, 0.16)
O (-1.92, 0.85, -0.15)
H (-1.90, 1.31, -0.99)
H (-1.67, 1.60, 0.43)
O (4.64, 1.72, -4.29)
H (5.08, 0.87, -4.22)
H (4.02, 1.65, -3.53)
O (-5.78, 1.14, 0.17)
H (-5.15, 0.41, 0.31)
H (-5.62, 1.40, -0.76)

As for the total charge: 0. For the HOMO-LUMO gap, the calculation gives 9.035 eV. For the LUMO energy, the calculation gives 0.38 eV. The multiplicity is 1.

Löwdin atomic charge list, values in e, 4 entries: number 1, C, carries 0.0368; number 2, C, carries -0.4579; number 3, C, carries -0.0470; number 4, O, carries 0.0114

Model C:
Entry from the Open Molecules 2025 dataset: 4 unconnected molecules or ions with the total composition C3H12O4 (wB97M-V/def2-TZVPD).

CARTESIAN COORDINATES (ANGSTROEM)
C (0.20, 1.85, 2.39)
C (-0.48, 0.54, 2.12)
C (0.07, -0.54, 1.59)
O (-0.60, -1.69, 1.25)
H (0.57, 1.92, 3.42)
H (1.07, 2.04, 1.79)
H (-0.52, 2.65, 2.23)
H (-1.54, 0.53, 2.34)
H (1.16, -0.62, 1.51)
H (-1.08, -1.53, 0.43)
O (1.92, -1.32, -1.34)
H (1.60, -0.40, -1.39)
H (1.34, -1.82, -1.92)
O (-2.00, -2.05, -3.21)
H (-2.16, -2.50, -4.05)
H (-1.19, -1.57, -3.43)
O (0.44, 1.14, -1.38)
H (0.76, 1.37, -0.50)
H (0.43, 2.00, -1.83)

As for the total charge: 0. For the HOMO-LUMO gap, the calculation gives 9.471 eV. For the LUMO energy, the calculation gives 0.33 eV. The multiplicity is 1.

Löwdin atomic charge list, values in e, 4 entries: number 1, C, carries -0.1098; number 2, C, carries -0.1515; number 3, C, carries -0.2394; number 4, O, carries -0.0149

Model D:
Entry from the Open Molecules 2025 dataset: 4 unconnected molecules or ions with the total composition C3H12O4 (wB97M-V/def2-TZVPD).

CARTESIAN COORDINATES (ANGSTROEM)
C (1.41, -1.11, 1.91)
C (1.14, 0.07, 1.38)
C (-0.17, 0.78, 1.60)
O (-0.36, 1.66, 0.49)
H (2.31, -1.71, 1.74)
H (0.85, -1.50, 2.76)
H (1.81, 0.52, 0.67)
H (-1.04, 0.13, 1.67)
H (-0.12, 1.35, 2.54)
H (-1.14, 1.39, -0.03)
O (1.58, 0.27, -1.59)
H (2.17, 1.02, -1.75)
H (0.75, 0.73, -1.37)
O (-0.62, -1.77, -1.88)
H (0.16, -1.28, -2.18)
H (-0.29, -2.16, -1.05)
O (-2.46, 0.37, -0.86)
H (-3.14, -0.17, -0.45)
H (-2.11, -0.12, -1.62)

As for the total charge: 0. For the HOMO-LUMO gap, the calculation gives 10.189 eV. For the LUMO energy, the calculation gives 0.64 eV. The multiplicity is 1.

Löwdin atomic charge list, values in e, 4 entries: number 1, C, carries -0.0112; number 2, C, carries -0.1635; number 3, C, carries -0.2476; number 4, O, carries -0.1035

Which is most stable, and by how much? model D, by 18.6 kJ/mol.